# 1
Entry from the Open Molecules 2025 dataset: a gas-phase ion, C4H11N2O (charge -1) (ωB97M-V/def2-TZVPD).

Calculated values
- ΔE to the lowest compared entry with this formula, charge and spin: 72.1 kJ/mol
- Multiplicity: 1
- Net charge: -1
- E: -343.743696 hartree
- Lowest unoccupied orbital energy: 4.07 eV

Each line ends with the natural charge from an NBO analysis.
Geometry (Å):
N1 -2.467798 -0.090730 0.796042  -0.844
C1 -1.747946 -0.007140 -0.524546  -0.217
C2 -0.420418 0.706251 -0.356162  -0.423
C3 0.680526 -0.213825 0.143793  -0.085
N2 1.008984 -1.208630 -0.843928  -0.877
C4 1.964904 0.586049 0.617461  -0.006
O1 3.045784 -0.184671 0.687763  -0.953
H1 -1.712664 -0.130367 1.480015  0.346
H2 -2.830908 -1.041852 0.862225  0.337
H3 -1.586262 -1.009082 -0.938081  0.188
H4 -2.437481 0.529790 -1.181673  0.160
H5 -0.096984 1.032573 -1.347703  0.189
H6 -0.564429 1.577297 0.281467  0.201
H7 0.338375 -0.691152 1.071753  0.144
H8 1.891620 -1.593160 -0.503134  0.396
H9 1.214136 -0.758662 -1.731534  0.330
H10 1.624352 1.051690 1.579670  0.059
H11 2.096210 1.445618 -0.093431  0.054

Atoms 1-6, force components in eV/Å:
N 0.717 -0.709 -0.207
C -0.916 -0.007 0.550
C 0.012 -0.583 -0.676
C 0.256 1.219 0.762
N -0.322 -0.763 -0.092
C -0.321 -0.293 -0.404

# 2
Entry from the Open Molecules 2025 dataset: a single C20H27F2N3O3 molecule (ωB97M-V/def2-TZVPD).

Calculated values
- ΔE to the lowest compared entry with this formula, charge and spin: 32.1 kJ/mol
- Multiplicity: 1
- E: -1368.056255 hartree
- Lowest unoccupied orbital energy: 0.72 eV

Each line ends with the natural charge from an NBO analysis.
Geometry (Å):
C1 -2.631147 1.417602 -2.455044  -0.431
N1 -2.618950 0.445129 -1.380166  -0.440
C2 -3.758509 0.422883 -0.477943  -0.210
C3 -3.565412 1.268358 0.799173  -0.220
C4 -2.980268 2.651669 0.494697  -0.452
C5 -2.617732 3.386292 1.785208  -0.063
O1 -1.728317 2.633570 2.582046  -0.548
C6 -2.334937 1.427633 2.993103  -0.068
C7 -2.670494 0.533488 1.802319  -0.433
C8 -1.665204 -0.498924 -1.232998  0.690
O2 -1.778504 -1.399021 -0.410791  -0.666
C9 -0.433582 -0.423698 -2.123494  -0.512
C10 0.823842 0.195540 -1.418493  -0.110
C11 0.352267 1.371266 -0.566323  0.689
O3 -0.121693 2.365640 -1.095477  -0.663
N2 0.422145 1.249593 0.763310  -0.613
C12 1.097515 0.191258 1.476473  -0.211
C13 1.132065 -1.070281 0.623001  -0.259
N3 1.671216 -0.703648 -0.675094  -0.454
C14 2.194667 -1.831509 -1.417898  -0.235
C15 3.498465 -2.290668 -0.816558  -0.021
C16 4.412708 -1.354977 -0.346435  -0.205
C17 5.618330 -1.753361 0.198541  -0.257
C18 5.922986 -3.101405 0.272165  0.320
F1 7.096515 -3.491093 0.800746  -0.308
C19 5.016828 -4.042584 -0.196681  0.333
F2 5.303289 -5.354320 -0.126853  -0.308
C20 3.808028 -3.640654 -0.735520  -0.262
H1 -3.496381 2.063046 -2.333310  0.211
H2 -1.737730 2.042246 -2.432828  0.250
H3 -2.710999 0.920429 -3.426345  0.192
H4 -4.634258 0.776532 -1.026138  0.196
H5 -3.924695 -0.616926 -0.181445  0.233
H6 -4.556082 1.398408 1.253664  0.199
H7 -3.697650 3.253741 -0.065488  0.205
H8 -2.072938 2.552491 -0.099154  0.239
H9 -2.102093 4.321944 1.559570  0.196
H10 -3.526864 3.610751 2.365695  0.157
H11 -1.620296 0.939608 3.660128  0.187
H12 -3.249587 1.653762 3.563828  0.160
H13 -1.748100 0.238528 1.309323  0.221
H14 -3.167664 -0.371277 2.153900  0.215
H15 -0.186966 -1.446994 -2.411034  0.236
H16 -0.633191 0.150500 -3.023065  0.230
H17 1.443703 0.621773 -2.219016  0.227
H18 0.033620 2.012092 1.311221  0.432
H19 2.124565 0.503773 1.707270  0.191
H20 0.571749 0.005402 2.415674  0.205
H21 0.130366 -1.511791 0.545192  0.229
H22 1.802079 -1.799466 1.081862  0.215
H23 1.492215 -2.679575 -1.453549  0.185
H24 2.384914 -1.503804 -2.445596  0.213
H25 4.161450 -0.308251 -0.405973  0.232
H26 6.333835 -1.036008 0.567733  0.233
H27 3.120882 -4.394714 -1.087134  0.230

Atoms 1-6, force components in eV/Å:
C 0.200 0.189 -0.381
N -0.132 0.106 0.145
C -0.269 -0.132 0.451
C 0.174 -0.098 -0.199
C -0.071 -0.062 0.412
C -0.175 0.232 -0.397

# 3
Entry from the Open Molecules 2025 dataset: a molecular structure, C14H16BiClI2N3OP (ωB97M-V/def2-TZVPD).

Calculated values
- ΔE to the lowest compared entry with this formula, charge and spin: 290.2 kJ/mol
- Multiplicity: 1
- Net charge: +2
- E: -2393.410353 hartree
- Lowest unoccupied orbital energy (alpha / beta): -9.49 / -9.46 eV

Each line ends with the natural charge from an NBO analysis.
Geometry (Å):
I1 4.384167 2.483905 -3.361044  0.023
I2 4.857325 2.603153 -0.719990  -0.009
Bi1 1.399120 -0.922830 -0.803206  1.028
P1 3.042078 -2.716972 -1.553110  1.312
C1 4.034335 -3.395139 -0.292620  -1.034
C2 2.086090 -3.980376 -2.321165  -1.016
H1 3.461507 -1.495078 -3.577812  0.305
H2 4.676077 -2.762809 -3.193124  0.295
H3 4.710005 -1.180727 -2.344062  0.295
C3 4.054229 -1.949532 -2.774250  -1.016
H4 1.430541 -3.585649 -3.107126  0.300
H5 2.820153 -4.674694 -2.769146  0.283
H6 4.681643 -4.138008 -0.794846  0.305
H7 3.441511 -3.904175 0.478948  0.294
H8 1.473641 -4.531870 -1.592367  0.286
H9 4.668182 -2.641678 0.193100  0.293
C4 2.085562 -1.173847 1.122765  0.350
O1 2.459756 -1.277573 2.295103  -0.357
Cl1 0.646944 -0.734962 -3.040382  -0.369
N1 -7.648225 3.409412 3.404273  -0.211
C5 -6.644272 3.112611 2.992953  0.233
C6 -5.346193 2.708054 2.448134  -0.114
C7 -4.501717 1.887714 3.201514  -0.141
C8 -3.295714 1.453949 2.661792  -0.224
C9 -2.944994 1.877345 1.393441  0.166
C10 -3.753824 2.717522 0.639168  -0.234
C11 -4.979555 3.116389 1.166850  -0.126
N2 -1.701092 1.454742 0.855007  -0.304
C12 -0.719575 2.347028 0.311744  -0.011
C13 0.297438 1.642013 -0.118501  -0.077
N3 -0.070508 0.263921 0.133755  -0.591
C14 -1.250286 0.213891 0.733405  0.285
H10 -4.772832 1.576234 4.211928  0.258
H11 -2.620387 0.819143 3.241141  0.232
H12 -3.460830 3.026524 -0.366515  0.240
H13 -5.638925 3.750881 0.566506  0.259
H14 -0.818252 3.396572 0.293421  0.269
H15 1.209275 1.891506 -0.583808  0.266
H16 -1.752396 -0.686590 0.968124  0.256

Atoms 1-6, force components in eV/Å:
I 0.013 -0.051 0.381
I -0.125 -0.089 -0.341
Bi 2.543 2.477 -3.203
P -1.050 -0.772 -0.479
C 0.758 -0.467 1.116
C -0.157 -1.090 -0.439

# 4
Entry from the Open Molecules 2025 dataset: a single C4H5NO2 molecule (ωB97M-V/def2-TZVPD).

Calculated values
- ΔE to the lowest compared entry with this formula, charge and spin: 118.3 kJ/mol
- Multiplicity: 1
- E: -360.624371 hartree
- Lowest unoccupied orbital energy: 0.78 eV

Each line ends with the natural charge from an NBO analysis.
Geometry (Å):
O1 -0.373146 -1.504815 -2.261879  -0.500
C1 0.304061 -0.837911 -1.523962  0.427
C2 -0.279378 0.186502 -0.577775  -0.049
C3 -0.682646 -0.426087 0.794068  -0.267
N1 -0.023464 0.424930 1.784578  -0.454
C4 0.723066 1.206089 1.130028  0.379
O2 0.730706 1.145401 -0.227264  -0.489
H1 1.406523 -0.955679 -1.455909  0.119
H2 -1.111265 0.704960 -1.065573  0.210
H3 -1.765859 -0.435944 0.936475  0.221
H4 -0.321852 -1.455129 0.914760  0.207
H5 1.393253 1.947683 1.552453  0.194

Atoms 1-6, force components in eV/Å:
O 0.225 0.202 0.208
C -0.177 -0.131 -0.078
C -0.141 -0.075 -0.033
C -0.150 -0.217 -0.098
N 0.305 0.294 -0.237
C -0.097 -0.081 0.324

# 5
Entry from the Open Molecules 2025 dataset: 3 unconnected molecules or ions with the total composition C3H6F2 (ωB97M-V/def2-TZVPD).

Calculated values
- ΔE to the lowest compared entry with this formula, charge and spin: 594.7 kJ/mol
- Multiplicity: 1
- E: -317.417075 hartree
- Lowest unoccupied orbital energy: 0.48 eV

Each line ends with the natural charge from an NBO analysis.
Geometry (Å):
C1 -1.245284 0.180583 0.123124  -0.578
C2 -0.076734 -0.441565 -0.515919  -0.586
C3 1.173541 0.146281 0.098943  0.608
H1 -2.010889 0.230695 -0.952084  0.254
H2 -1.473795 -0.751898 1.276063  0.224
H3 -0.623526 1.606065 0.778294  0.205
H4 -0.242645 -1.529095 -0.278930  0.227
H5 0.107775 -0.409996 -1.580558  0.218
H6 0.973647 0.092550 1.329539  0.081
F1 2.223886 -0.570117 -0.011189  -0.313
F2 1.194021 1.446494 -0.267286  -0.340

Atoms 1-6, force components in eV/Å:
C -1.448 1.173 1.002
C 1.831 -2.092 0.422
C -4.984 -0.532 5.904
H 1.170 0.314 4.302
H -0.099 3.421 -3.598
H -2.550 -3.703 -1.811

# 6
Entry from the Open Molecules 2025 dataset: a molecular structure, C28H40O2S4SeV (ωB97M-V/def2-TZVPD).

Calculated values
- <S²>: 2.02
- ΔE to the lowest compared entry with this formula, charge and spin: 0.0 kJ/mol
- Multiplicity: 3
- Net charge: -1
- E: -6179.849528 hartree
- Lowest unoccupied orbital energy (alpha / beta): 2.25 / 2.25 eV

Each line ends with the Mulliken charge.
Geometry (Å):
V1 2.751908 -0.037122 -2.404489  0.542
C1 0.065407 2.612581 4.048882  -1.895
C2 -0.463762 3.360796 2.826710  1.954
C3 -1.984425 3.161684 2.763701  -1.618
C4 -0.165641 4.854818 3.007908  -1.709
C5 0.170895 2.858906 1.531735  -0.587
C6 1.113046 1.842950 1.491412  -0.150
C7 1.631377 1.422849 0.277947  -0.416
Se1 2.853191 -0.048034 0.223319  -0.022
C8 1.573308 -1.474072 0.244553  -0.232
C9 0.943225 -1.818753 1.428856  -0.285
C10 -0.045150 -2.789857 1.434256  -0.515
C11 -0.335657 -3.397746 0.213430  0.326
C12 0.281473 -3.093348 -0.995028  -0.913
C13 1.268012 -2.082780 -0.979655  1.810
O1 1.875392 -1.692936 -2.094986  -1.055
C14 -0.172699 -3.879138 -2.239223  2.121
C15 0.038434 -5.378632 -1.977299  -1.680
C16 0.554874 -3.543803 -3.545126  -2.038
C17 -1.668922 -3.614487 -2.467533  -1.681
C18 -0.808918 -3.198786 2.692249  2.102
C19 -0.582448 -4.689424 2.976377  -1.735
C20 -0.360451 -2.401571 3.915869  -2.168
C21 -2.309676 -2.952344 2.484538  -1.625
C22 1.256804 1.995956 -0.944592  1.514
O2 1.785524 1.553561 -2.083611  -0.907
C23 0.299976 3.033262 -0.930077  -0.844
C24 -0.198881 3.419220 0.310272  0.383
C25 -0.236543 3.784141 -2.163774  2.103
C26 0.125457 5.270367 -2.026561  -1.700
C27 -1.765919 3.643069 -2.205763  -1.735
C28 0.295069 3.306194 -3.518877  -2.076
H1 -0.415368 2.999601 4.950158  0.453
H2 -0.145924 1.542895 3.991122  0.139
H3 1.143434 2.736743 4.166727  0.386
H4 -2.452034 3.513911 3.687123  0.475
H5 -2.423465 3.715599 1.933115  0.308
H6 -2.235712 2.107978 2.629425  0.302
H7 -0.620545 5.223510 3.931326  0.460
H8 0.909129 5.038230 3.057460  0.357
H9 -0.565542 5.442478 2.180550  0.310
H10 1.451686 1.359599 2.398109  0.481
H11 1.226119 -1.306487 2.338766  0.330
H12 -1.101481 -4.164452 0.199751  0.311
H13 1.094450 -5.594391 -1.805981  0.372
H14 -0.522057 -5.734993 -1.111667  0.283
H15 -0.288149 -5.953746 -2.847497  0.456
H16 1.625656 -3.730374 -3.483509  0.366
H17 0.133985 -4.184726 -4.326245  0.522
H18 0.440511 -2.504918 -3.846027  0.279
H19 -2.278193 -3.909851 -1.611807  0.317
H20 -1.845132 -2.554228 -2.656708  0.342
H21 -2.015440 -4.176742 -3.338486  0.464
H22 0.477148 -4.902049 3.129102  0.357
H23 -1.127648 -4.994518 3.873764  0.466
H24 -0.928936 -5.308099 2.147401  0.299
H25 0.697310 -2.556133 4.137086  0.378
H26 -0.523323 -1.330138 3.781505  0.304
H27 -0.933634 -2.719837 4.789588  0.451
H28 -2.696353 -3.535609 1.648015  0.310
H29 -2.869489 -3.235895 3.379846  0.475
H30 -2.505714 -1.899712 2.272734  0.311
H31 -0.930562 4.218531 0.324556  0.308
H32 -0.292882 5.715413 -1.122106  0.282
H33 1.208340 5.402450 -1.996753  0.376
H34 -0.260544 5.826407 -2.884806  0.451
H35 -2.248668 4.048954 -1.315744  0.300
H36 -2.160055 4.177941 -3.073449  0.474
H37 -2.052381 2.593715 -2.294936  0.374
H38 1.374834 3.396677 -3.604685  0.319
H39 0.049148 2.264725 -3.716497  0.286
H40 -0.171724 3.924475 -4.291983  0.543
S1 2.382468 0.114831 -4.796437  -0.341
S2 4.000840 -1.117393 -5.230594  -0.184
S3 5.552755 -0.032717 -4.463513  -0.160
S4 5.058878 0.054840 -2.423212  -0.357

Atoms 1-6, force components in eV/Å:
V -0.112 -0.098 -0.521
C 0.009 -0.017 0.063
C 0.005 -0.016 -0.032
C -0.026 0.011 0.015
C -0.013 0.038 0.019
C 0.027 -0.013 -0.017

Which formula does entry 4 have?
C4H5NO2

E of number 2 (C20H27F2N3O3)?
-1368.056255 hartree

What is the formula in the third record?
C14H16BiClI2N3OP

E of number 4 (C4H5NO2)?
-360.624371 hartree